# C2H5NO4S

C2H5NO4S as an isolated structure in a non-equilibrium geometry (the ωB97M-V functional and the def2-TZVPD basis, the OMol25 dataset).

The geometry in ORCA input format:
```
! wB97M-V def2-TZVPD RIJCOSX def2/J DEFGRID3
* xyz 0 1
C 0.025 -0.295 -0.069
C -0.041 -1.648 -0.684
N -1.806 0.344 0.268
O 2.621 1.388 0.593
O 0.447 2.362 1.122
O 0.604 0.739 -0.796
O 0.676 -0.148 1.141
S 1.217 1.296 0.609
H -0.782 -1.656 -1.479
H -0.314 -2.362 0.087
H 0.940 -1.895 -1.092
H -1.591 1.087 0.929
H -1.996 0.786 -0.628
*
```

Results
E_HOMO in eV: -9.893
E in eV: -22667.6219
F_max in eV Å⁻¹: 5.6
Energy relative to the best compared isomer or geometry (same formula, charge and spin) in eV: 2.1134
LUMO level in eV: 0.57
Orbital gap in eV: 10.5

# C59H69N8O19P

A 8-piece molecular cluster, C59H69N8O19P overall in a non-equilibrium geometry (the ωB97M-V functional and the def2-TZVPD basis, the OMol25 dataset).

The geometry in ORCA input format:
```
! wB97M-V def2-TZVPD RIJCOSX def2/J DEFGRID3
* xyz 0 1
C -8.191 -0.097 -1.174
C -7.000 -0.034 -0.100
O -5.695 0.294 -0.644
C -5.176 -0.793 -1.439
O -4.490 -1.693 -0.880
C -5.479 -0.926 -3.001
C -4.195 -1.250 -3.899
C -3.092 -0.092 -3.950
C -3.660 1.390 -4.170
O -2.789 2.299 -3.428
C -3.237 2.455 -2.062
C -2.187 1.886 -0.976
N -0.863 2.563 -1.019
C 0.284 1.616 -1.037
C 1.371 1.866 0.124
C 1.261 3.294 0.841
C 0.159 3.353 1.988
O -0.391 4.440 2.257
O -0.198 2.200 2.756
P -3.622 4.323 -1.773
C -2.592 5.412 -2.928
C -3.064 5.398 -4.457
C -3.398 4.779 0.048
C -4.506 3.933 0.899
H -7.897 0.176 -2.237
H -8.679 -1.127 -1.092
H -9.003 0.663 -0.866
H -7.259 0.815 0.637
H -6.971 -0.984 0.555
H -6.101 -0.034 -3.383
H -6.186 -1.835 -3.107
H -3.683 -2.163 -3.410
H -4.565 -1.601 -4.917
H -2.427 -0.322 -4.867
H -2.370 -0.153 -3.052
H -3.540 1.682 -5.278
H -4.764 1.529 -3.925
H -4.227 1.916 -1.894
H -2.643 2.060 0.074
H -2.148 0.750 -1.105
H -0.803 3.253 -1.781
H 0.837 1.741 -2.046
H -0.008 0.514 -0.986
H 2.436 1.807 -0.316
H 1.286 1.063 0.941
H 1.173 4.125 0.065
H 2.276 3.469 1.367
H -0.639 1.533 2.176
H -1.469 5.199 -2.813
H -2.727 6.496 -2.551
H -2.350 6.043 -5.089
H -4.123 5.813 -4.545
H -3.068 4.367 -4.943
H -2.377 4.478 0.490
H -3.552 5.881 0.288
H -5.223 4.612 1.464
H -5.133 3.331 0.143
H -4.011 3.157 1.582
O 2.053 5.703 -4.766
N 1.116 6.369 -4.352
O -0.044 5.984 -4.314
C 1.400 7.723 -3.872
C 2.702 8.215 -3.931
C 2.962 9.510 -3.497
C 1.928 10.300 -3.003
C 0.632 9.799 -2.937
C 0.362 8.506 -3.372
H 3.516 7.609 -4.313
H 3.971 9.905 -3.545
H 2.134 11.313 -2.670
H -0.170 10.419 -2.549
H -0.653 8.128 -3.318
O 2.965 -0.430 0.673
N 2.402 -1.090 -0.189
O 1.195 -1.270 -0.242
C 3.231 -1.709 -1.222
C 4.615 -1.557 -1.173
C 5.403 -2.168 -2.142
C 4.808 -2.919 -3.152
C 3.424 -3.058 -3.201
C 2.629 -2.453 -2.235
H 5.091 -0.976 -0.392
H 6.482 -2.062 -2.109
H 5.427 -3.399 -3.904
H 2.965 -3.641 -3.992
H 1.552 -2.572 -2.282
O -6.056 -8.601 -1.074
N -6.964 -7.934 -0.599
O -8.054 -8.382 -0.275
C -6.732 -6.501 -0.411
C -5.515 -5.944 -0.803
C -5.307 -4.578 -0.644
C -6.307 -3.780 -0.096
C -7.516 -4.344 0.303
C -7.733 -5.709 0.146
H -4.729 -6.555 -1.232
H -4.368 -4.133 -0.952
H -6.144 -2.717 0.021
H -8.291 -3.718 0.733
H -8.680 -6.136 0.457
O 5.923 -0.186 7.798
N 4.818 0.239 7.481
O 4.098 0.900 8.213
C 4.327 -0.072 6.137
C 5.104 -0.856 5.286
C 4.624 -1.168 4.019
C 3.380 -0.696 3.609
C 2.613 0.095 4.460
C 3.084 0.410 5.730
H 6.075 -1.229 5.593
H 5.218 -1.783 3.350
H 3.006 -0.947 2.622
H 1.646 0.463 4.134
H 2.477 1.024 6.385
O -4.531 -1.779 -6.860
N -3.899 -2.715 -7.332
O -2.690 -2.717 -7.499
C -4.646 -3.911 -7.728
C -6.032 -3.934 -7.589
C -6.739 -5.063 -7.988
C -6.062 -6.158 -8.517
C -4.677 -6.132 -8.645
C -3.962 -5.007 -8.251
H -6.571 -3.087 -7.178
H -7.819 -5.088 -7.890
H -6.618 -7.035 -8.833
H -4.154 -6.990 -9.055
H -2.883 -4.998 -8.358
O 4.008 -4.336 1.967
N 5.225 -4.319 1.854
O 5.843 -3.523 1.162
C 5.993 -5.323 2.594
C 5.322 -6.271 3.364
C 6.055 -7.236 4.046
C 7.444 -7.248 3.960
C 8.108 -6.292 3.197
C 7.383 -5.324 2.509
H 4.241 -6.272 3.439
H 5.542 -7.983 4.643
H 8.012 -8.007 4.489
H 9.190 -6.304 3.135
H 7.912 -4.586 1.916
O 10.561 1.537 13.805
N 10.354 2.366 12.931
O 10.882 3.467 12.883
C 9.406 2.017 11.870
C 8.755 0.785 11.909
C 7.838 0.468 10.913
C 7.579 1.373 9.888
C 8.241 2.598 9.850
C 9.158 2.925 10.843
H 8.947 0.071 12.701
H 7.320 -0.486 10.936
H 6.858 1.124 9.116
H 8.038 3.298 9.048
H 9.664 3.883 10.804
*
```

Results
E_HOMO in eV: -7.136
E in eV: -122389.9866
F_max in eV Å⁻¹: 5.0
Energy relative to the best compared isomer or geometry (same formula, charge and spin) in eV: 3.5714
LUMO level in eV: -0.97
SMILES: CCOC(=O)CCCCO[C@@H](CNCCCC(=O)O)P(CC)CC.O=[N+]([O-])c1ccccc1.O=[N+]([O-])c1ccccc1.O=[N+]([O-])c1ccccc1.O=[N+]([O-])c1ccccc1.O=[N+]([O-])c1ccccc1.O=[N+]([O-])c1ccccc1.O=[N+]([O-])c1ccccc1
Orbital gap in eV: 6.2

# C20H40F7N3O22PS4

C20H40F7N3O22PS4 as an isolated structure in a non-equilibrium geometry (the ωB97M-V functional and the def2-TZVPD basis, the OMol25 dataset).

The geometry in ORCA input format:
```
! wB97M-V def2-TZVPD RIJCOSX def2/J DEFGRID3
* xyz -1 1
P 0.071 -0.085 0.339
F 0.591 -0.208 -1.192
F -1.249 -0.848 -0.296
F 0.688 -1.628 0.493
F -0.441 -0.282 1.838
F 1.477 0.574 0.932
F -0.600 1.412 0.199
C 2.605 -2.613 -2.019
C 3.611 -1.580 -2.566
O 4.430 -1.026 -1.871
N 3.440 -1.414 -3.815
C 4.174 -0.587 -4.725
H 1.723 -2.032 -1.747
H 2.977 -3.010 -1.075
H 2.180 -3.389 -2.655
H 2.578 -1.766 -4.204
H 4.744 -1.191 -5.431
H 4.737 0.247 -4.305
H 3.406 0.027 -5.196
C -1.361 7.796 -2.692
C -0.833 6.416 -2.346
O -0.486 5.683 -3.322
N -0.644 5.998 -1.059
C 0.023 4.742 -0.635
H -1.606 8.237 -1.726
H -2.274 7.806 -3.286
H -0.576 8.317 -3.240
H -1.222 6.525 -0.421
H -0.353 3.750 -0.885
H 0.037 4.818 0.453
H 1.064 4.821 -0.948
C -2.271 -1.208 -3.917
C -3.043 -2.367 -4.478
O -2.836 -2.789 -5.610
N -3.817 -2.996 -3.621
C -4.152 -2.620 -2.231
H -2.279 -0.557 -4.791
H -1.286 -1.548 -3.597
H -2.790 -0.759 -3.070
H -4.318 -3.743 -4.081
H -4.458 -3.576 -1.805
H -4.831 -1.773 -2.142
H -3.351 -2.229 -1.604
C 2.003 0.348 3.947
C 1.263 1.375 4.763
O 2.233 1.877 5.588
C 3.073 0.863 5.914
O 3.826 0.866 6.928
O 2.990 -0.130 5.000
F 0.202 0.861 5.388
H 2.565 0.904 3.197
H 1.286 -0.281 3.418
H 0.906 2.070 4.002
C -2.118 2.530 3.057
C -3.453 3.195 3.620
O -3.013 4.449 4.151
S -1.660 4.065 5.083
O -2.177 3.617 6.388
O -0.701 5.204 4.991
O -1.162 2.903 4.062
H -1.811 2.909 2.083
H -2.021 1.445 3.037
H -3.887 2.493 4.331
H -4.097 3.415 2.768
C 0.832 1.937 -3.943
C 1.783 1.824 -2.711
O 2.652 2.940 -3.031
S 2.839 3.072 -4.688
O 4.259 2.718 -5.085
O 2.313 4.447 -4.935
O 1.654 1.938 -5.067
H 0.116 2.759 -3.932
H 0.055 1.175 -4.018
H 2.451 0.993 -2.484
H 1.410 2.040 -1.710
C -1.504 -4.759 -1.217
C -0.152 -5.044 -0.648
O -0.233 -6.415 -0.352
S -1.637 -6.653 0.568
O -1.649 -5.964 1.937
O -2.143 -8.016 0.505
O -2.336 -5.760 -0.621
H -1.382 -4.947 -2.284
H -2.012 -3.808 -1.061
H 0.024 -4.497 0.278
H 0.647 -4.925 -1.381
C 0.878 -3.837 3.721
C -0.561 -3.468 4.147
O -0.683 -3.795 5.522
S 0.717 -3.550 6.340
O 0.942 -4.693 7.235
O 0.908 -2.179 6.853
O 1.626 -3.726 4.902
H 1.221 -3.049 3.051
H 1.154 -4.772 3.233
H -1.338 -3.919 3.530
H -0.580 -2.391 3.980
*
```

Results
E_HOMO in eV: -7.805
E in eV: -142557.9368
F_max in eV Å⁻¹: 5.5
Energy relative to the best compared isomer or geometry (same formula, charge and spin) in eV: 0.0000
LUMO level in eV: 1.69
Orbital gap in eV: 9.5

# C5H12NO3PS

An isolated molecule of C5H12NO3PS in a non-equilibrium geometry (the ωB97M-V functional and the def2-TZVPD basis, the OMol25 dataset).

The geometry in ORCA input format:
```
! wB97M-V def2-TZVPD RIJCOSX def2/J DEFGRID3
* xyz 0 1
C 1.420 1.135 1.080
C 0.276 0.564 0.241
C -1.088 1.275 0.539
C 0.640 0.841 -1.234
C -0.048 -0.086 -2.234
O 0.220 -1.463 -1.867
S -0.570 -1.828 -0.526
O -0.180 -3.197 -0.196
O -1.932 -1.542 -0.659
N 0.190 -0.838 0.531
P 0.015 -1.308 2.355
H 1.464 2.319 0.917
H 2.350 0.746 0.853
H 1.300 0.997 2.225
H -1.070 2.463 0.413
H -1.501 0.982 1.432
H -1.770 0.748 -0.110
H 1.775 0.888 -1.189
H 0.362 1.769 -1.660
H -1.151 0.200 -2.150
H 0.437 -0.189 -3.141
H 0.235 -2.838 2.074
H -1.373 -1.639 2.306
*
```

Results
E_HOMO in eV: -9.830
E in eV: -33133.6226
F_max in eV Å⁻¹: 5.3
Energy relative to the best compared isomer or geometry (same formula, charge and spin) in eV: 1.7958
LUMO level in eV: 0.65
SMILES: CC1(C)CCOS(=O)(=O)N1P
Orbital gap in eV: 10.5

# C31H84O11

A 11-piece molecular cluster, C31H84O11 overall in a non-equilibrium geometry (the ωB97M-V functional and the def2-TZVPD basis, the OMol25 dataset).

The geometry in ORCA input format:
```
! wB97M-V def2-TZVPD RIJCOSX def2/J DEFGRID3
* xyz 0 1
C -3.560 -0.378 -3.057
C -3.398 -1.039 -4.425
C -2.037 -0.718 -5.013
O -3.502 -2.453 -4.237
H -3.417 0.704 -3.108
H -2.884 -0.786 -2.304
H -4.573 -0.594 -2.710
H -4.207 -0.760 -5.097
H -1.916 0.330 -5.310
H -1.908 -1.187 -5.996
H -1.198 -0.999 -4.377
H -2.664 -2.809 -3.925
C 0.747 5.967 0.450
C -0.019 4.660 0.405
C -1.227 4.553 -0.502
O 0.899 3.591 0.037
H 0.062 6.816 0.414
H 1.448 6.096 -0.378
H 1.305 6.009 1.384
H -0.308 4.361 1.415
H -2.048 5.186 -0.152
H -1.641 3.547 -0.522
H -0.916 4.917 -1.485
H 1.516 3.940 -0.616
C -0.198 3.173 -6.163
C 0.162 3.566 -4.724
C -0.440 2.650 -3.681
O 1.581 3.579 -4.539
H 0.485 3.670 -6.851
H -1.224 3.459 -6.397
H -0.081 2.093 -6.276
H -0.150 4.609 -4.620
H -1.522 2.569 -3.813
H -0.178 2.969 -2.673
H -0.012 1.646 -3.768
H 1.933 2.775 -4.950
C 0.479 -0.032 -1.049
C -0.364 0.214 0.192
C -0.529 -1.071 0.986
O 0.353 1.115 1.045
H 1.306 -0.723 -0.881
H 0.872 0.906 -1.448
H -0.122 -0.489 -1.845
H -1.346 0.641 -0.041
H -1.275 -0.902 1.764
H 0.422 -1.397 1.407
H -0.922 -1.868 0.348
H 0.530 1.932 0.546
C 2.263 -5.106 0.221
C 1.554 -3.980 -0.508
C 2.386 -3.412 -1.646
O 0.315 -4.411 -1.084
H 1.640 -5.576 0.987
H 3.197 -4.741 0.653
H 2.546 -5.926 -0.446
H 1.324 -3.162 0.181
H 3.330 -3.030 -1.258
H 1.800 -2.628 -2.123
H 2.602 -4.187 -2.383
H -0.308 -4.601 -0.376
C 3.376 0.743 -3.562
C 2.981 0.081 -4.866
C 1.986 -1.054 -4.667
O 2.413 1.056 -5.764
H 2.528 0.951 -2.910
H 3.940 1.668 -3.673
H 4.021 0.022 -3.054
H 3.885 -0.332 -5.326
H 1.120 -0.809 -4.048
H 2.438 -1.897 -4.137
H 1.625 -1.447 -5.620
H 2.324 0.624 -6.618
C -0.114 -4.775 2.183
C -1.425 -4.611 2.921
C -1.409 -3.468 3.927
O -2.456 -4.439 1.954
H 0.701 -4.973 2.879
H 0.185 -3.863 1.671
H -0.188 -5.586 1.463
H -1.609 -5.544 3.472
H -2.284 -3.522 4.580
H -1.500 -2.509 3.415
H -0.516 -3.485 4.549
H -3.207 -3.998 2.383
C -2.749 2.674 2.783
C -2.585 3.373 4.129
C -1.404 4.315 4.169
O -3.796 4.111 4.401
H -3.792 2.408 2.620
H -2.076 1.823 2.660
H -2.491 3.374 1.979
H -2.523 2.686 4.972
H -0.477 3.783 3.922
H -1.196 4.730 5.157
H -1.472 5.173 3.494
H -3.886 4.761 3.697
C 3.962 0.875 1.663
C 3.319 1.087 3.023
C 3.123 2.575 3.304
O 2.072 0.402 3.104
H 3.303 1.280 0.889
H 4.156 -0.176 1.445
H 4.915 1.401 1.572
H 3.960 0.697 3.817
H 4.078 3.088 3.158
H 2.847 2.716 4.351
H 2.379 3.041 2.656
H 1.525 0.697 2.350
C 3.593 -2.891 5.148
C 2.567 -3.046 4.040
O 2.852 -2.244 2.918
H 4.584 -3.194 4.811
H 3.314 -3.481 6.026
H 3.616 -1.861 5.511
H 1.567 -2.819 4.434
H 2.494 -4.092 3.733
H 2.595 -1.320 3.096
C -4.343 -1.244 1.670
C -5.388 -2.246 2.060
O -4.785 -3.192 2.944
H -3.537 -1.761 1.140
H -3.868 -0.702 2.488
H -4.719 -0.494 0.971
H -5.831 -2.743 1.189
H -6.266 -1.785 2.533
H -5.411 -3.894 3.146
*
```

Results
E_HOMO in eV: -9.634
E in eV: -56031.7464
F_max in eV Å⁻¹: 1.7
Energy relative to the best compared isomer or geometry (same formula, charge and spin) in eV: 0.1730
LUMO level in eV: 0.49
SMILES: CC(C)O.CC(C)O.CC(C)O.CC(C)O.CC(C)O.CC(C)O.CC(C)O.CC(C)O.CC(C)O.CCO.CCO
Orbital gap in eV: 10.1

Among the records above, which one has the lowest E_HOMO? C2H5NO4S

What is the orbital gap in the fifth record? 10.1 eV

The lowest energy relative to the best compared isomer or geometry (same formula, charge and spin) belongs to which entry? C20H40F7N3O22PS4